1.
Molecular formula: CH3N5O
Method: DFT, ωB97M-V with the def2-TZVPD basis set

Each line ends with the Mulliken charge.
Cartesian coordinates (Å):
1 C 0.18 0.09 -0.05  -0.44
2 O -0.82 1.02 -0.19  -0.27
3 N -2.30 0.41 -0.10  0.88
4 N -2.45 -0.89 -0.17  -0.19
5 N -3.71 -1.07 -0.04  -0.29
6 N -4.29 0.11 0.11  -0.15
7 N -3.42 1.04 0.08  -0.32
8 H 0.30 -0.53 -0.94  0.25
9 H 0.07 -0.54 0.84  0.25
10 H 1.06 0.73 0.07  0.28

Calculated values
HOMO-LUMO gap	11.3657	eV
lowest unoccupied orbital energy	-0.27	eV

---

2.
Molecular formula: CH3NO2
Method: DFT, ωB97M-V with the def2-TZVPD basis set

Each line ends with the Mulliken charge.
Cartesian coordinates (Å):
1 N -0.39 -0.19 1.22  -0.66
2 C 0.11 -0.09 -0.15  0.05
3 O 0.10 1.27 -0.58  -0.31
4 O 0.15 -1.02 -0.99  -0.62
5 H 1.06 -0.10 0.69  0.06
6 H -0.79 -1.13 1.29  0.24
7 H -0.24 1.26 -1.48  0.24

Calculated values
HOMO-LUMO gap (alpha / beta)	6.1881 / 7.9755	eV
lowest unoccupied orbital energy (alpha / beta)	4.65 / 4.34	eV
total charge	-1
2S+1	2

---

3.
Molecular formula: CH3NO2
Method: DFT, ωB97M-V with the def2-TZVPD basis set

Each line ends with the Mulliken charge.
Cartesian coordinates (Å):
1 C -0.97 -0.04 0.02  -0.61
2 N 1.21 0.11 -0.04  0.65
3 O 1.74 1.16 -0.01  -0.45
4 O 1.51 -1.02 0.06  -0.43
5 H -1.52 0.60 -0.63  0.28
6 H -1.01 0.14 1.06  0.27
7 H -0.97 -0.95 -0.48  0.30

Calculated values
HOMO-LUMO gap (alpha / beta)	8.9423 / 8.9064	eV
lowest unoccupied orbital energy (alpha / beta)	-0.40 / -0.42	eV

---

4.
Molecular formula: CH3NO2P
Method: DFT, ωB97M-V with the def2-TZVPD basis set

Each line ends with the Mulliken charge.
Cartesian coordinates (Å):
1 C -1.24 0.15 -0.06  0.49
2 N 0.00 0.59 0.12  -0.24
3 O -2.25 0.84 -0.11  -0.68
4 O -1.08 -1.31 -0.30  -0.67
5 P 0.96 -0.90 0.22  -0.06
6 H 0.19 1.52 0.57  0.24
7 H 2.19 -0.10 0.60  -0.03
8 H 1.22 -0.79 -1.04  -0.05

Calculated values
HOMO-LUMO gap	7.7850	eV
lowest unoccupied orbital energy	4.47	eV
total charge	-1

---

The energy relative to the best compared isomer or geometry (same formula, charge and spin) results, record by record, are as follows: 3.337 0.000 6.249 1.060 eV.